[1]
{
  "formula": "C24H44O21",
  "method": "wB97M-V/def2-TZVPD",
  "symbols": ["C", "C", "O", "C", "O", "O", "H", "H", "H", "H", "C", "C", "O", "C", "O", "O", "H", "H", "H", "H", "C", "O", "C", "O", "O", "C", "H", "H", "H", "H", "H", "H", "C", "O", "C", "O", "O", "C", "H", "H", "H", "H", "H", "H", "C", "C", "O", "C", "O", "O", "C", "H", "H", "H", "H", "H", "H", "H", "H", "C", "C", "O", "C", "O", "O", "C", "H", "H", "H", "H", "H", "H", "H", "H", "C", "C", "O", "C", "O", "O", "C", "H", "H", "H", "H", "H", "H", "H", "H"],
  "coordinates": [[-1.427, -2.594, 1.779], [-1.707, -1.463, 0.859], [-2.053, -0.512, 1.839], [-2.400, -1.059, 3.023], [-2.650, -0.446, 4.072], [-2.211, -2.329, 2.868], [-0.389, -2.612, 2.112], [-1.624, -3.571, 1.337], [-2.483, -1.690, 0.128], [-0.879, -1.197, 0.202], [1.111, 0.662, 0.997], [2.336, -0.356, 0.923], [2.811, -0.320, -0.345], [1.848, 0.208, -1.086], [1.825, 0.230, -2.313], [0.847, 0.772, -0.332], [1.372, 1.653, 1.369], [0.239, 0.226, 1.485], [2.037, -1.359, 1.227], [3.083, -0.042, 1.652], [3.173, 3.044, -0.431], [3.605, 2.056, 0.498], [4.846, 1.803, 0.586], [5.865, 2.264, -0.004], [4.892, 0.818, 1.516], [6.156, 0.173, 1.804], [3.874, 3.290, -1.228], [3.182, 3.961, 0.157], [2.184, 2.857, -0.850], [6.101, -0.580, 2.591], [6.803, 0.986, 2.134], [6.552, -0.323, 0.918], [0.239, -1.548, -1.954], [-0.918, -0.916, -2.532], [-1.652, -1.432, -3.490], [-1.629, -2.612, -3.838], [-2.518, -0.534, -4.056], [-2.478, 0.904, -3.754], [0.190, -2.636, -1.971], [0.532, -1.192, -0.966], [1.137, -1.210, -2.472], [-2.761, 1.223, -2.750], [-3.200, 1.485, -4.327], [-1.536, 1.385, -4.016], [0.925, -0.382, 3.339], [0.886, -1.275, 4.531], [-0.448, -1.604, 5.004], [-0.611, -2.355, 6.071], [0.269, -3.008, 6.599], [-1.880, -2.509, 6.230], [-2.287, -3.200, 7.339], [0.370, 0.521, 3.594], [0.339, -0.801, 2.521], [1.936, -0.177, 2.986], [1.486, -0.922, 5.369], [1.550, -2.098, 4.268], [-1.697, -4.116, 7.359], [-3.272, -3.665, 7.353], [-2.220, -2.600, 8.247], [1.057, -0.363, -9.043], [0.314, -0.273, -7.673], [1.025, 0.116, -6.545], [0.414, 0.571, -5.388], [-0.785, 0.821, -5.339], [1.254, 0.809, -4.410], [0.729, 1.220, -3.184], [1.715, 0.486, -9.229], [0.352, -0.452, -9.869], [1.707, -1.232, -9.146], [-0.285, -1.163, -7.481], [-0.458, 0.468, -7.882], [1.487, 1.707, -2.571], [0.357, 0.344, -2.653], [-0.084, 1.945, -3.196], [-5.107, 1.694, 1.820], [-3.813, 1.610, 2.666], [-2.576, 1.560, 1.969], [-2.187, 2.675, 1.325], [-2.453, 3.831, 1.600], [-1.320, 2.386, 0.298], [-1.260, 1.086, -0.318], [-5.787, 2.191, 2.511], [-5.580, 0.797, 1.420], [-4.934, 2.434, 1.038], [-3.852, 0.724, 3.301], [-3.767, 2.509, 3.280], [-0.850, 0.341, 0.365], [-0.717, 1.129, -1.262], [-2.264, 0.753, -0.581]],
  "forces_ev_per_angstrom": [[1.5, -1.9, -1.5], [-0.3, -1.4, -0.2], [0.0, 0.7, -0.7], [0.8, 2.5, 2.4], [0.4, -2.4, -3.5], [-1.6, -2.9, 2.6], [0.2, 0.0, 0.0], [-0.3, 0.0, 0.3], [-0.7, 0.2, 0.4], [0.0, -0.1, 0.9], [2.0, -1.0, 0.8], [-1.0, 0.6, 4.3], [0.0, -0.2, -1.6], [0.9, 1.4, -2.8], [11.9, -7.0, 9.5], [4.3, -0.1, -3.5], [0.0, -0.3, 0.4], [0.5, 0.9, -0.5], [-0.2, -0.3, -0.4], [0.1, -0.1, -0.6], [0.5, 2.1, 0.1], [-2.4, 1.0, -1.3], [6.1, -0.7, -0.6], [-4.0, -1.2, 1.8], [0.7, -0.7, 0.4], [0.4, 1.1, -0.4], [0.2, -0.8, 0.0], [-0.6, 0.2, -0.1], [0.1, -0.4, 0.4], [-0.8, 0.3, 0.0], [0.4, -0.4, -0.1], [0.0, 0.3, -0.1], [0.1, -2.5, -1.4], [0.2, 0.5, 2.0], [-1.5, -1.8, -1.8], [0.1, 2.3, 0.6], [0.6, 0.0, 1.1], [-0.6, 1.1, 1.2], [-0.5, 0.0, 0.0], [-1.6, -0.5, 0.0], [-1.0, -1.7, -0.8], [0.0, -1.1, 0.5], [-0.3, -1.0, -0.7], [-1.0, -0.6, 1.0], [-1.9, 0.2, 1.2], [1.6, -1.0, 1.4], [1.3, 1.5, -1.7], [2.5, -2.3, -1.0], [-0.2, 1.0, 0.4], [-2.5, 1.5, -0.8], [0.0, -2.4, 2.0], [0.3, 0.5, -0.2], [0.4, -0.7, 0.8], [-0.4, -0.1, 0.8], [-0.4, 0.7, 0.2], [-0.9, -1.2, 0.0], [0.6, 0.2, 0.8], [-0.5, 1.0, -1.1], [0.3, -0.1, 0.0], [0.9, -0.4, 1.1], [-2.4, 0.4, -2.0], [2.0, 0.5, 2.7], [-2.2, 0.5, -2.6], [3.3, -1.0, -2.2], [1.2, -0.3, -1.5], [-6.3, 5.2, -1.2], [-0.3, 0.2, 0.1], [-0.3, 0.2, 0.3], [0.0, -0.2, 0.3], [0.4, -0.4, 0.1], [-0.1, 0.3, 0.3], [-1.1, 2.4, -1.6], [-2.6, 2.8, -1.9], [-0.5, 0.7, -1.7], [0.9, 1.1, 0.3], [-1.4, 0.3, 0.4], [-0.2, 2.3, -1.4], [0.3, 0.7, 0.0], [0.2, -1.8, -0.4], [0.0, 0.3, 0.3], [-3.2, 0.2, -0.2], [-0.4, -0.2, -0.1], [0.5, -0.1, 0.1], [-0.2, -0.1, -0.3], [0.1, 0.8, -0.2], [-0.2, -0.1, 0.2], [-1.0, 1.5, -0.9], [-1.1, 0.7, 0.6], [-0.4, 0.1, 0.2]],
  "lowdin_charge": [-0.13, -0.13, 0.00, -0.51, 0.12, 0.12, 0.13, 0.15, 0.16, 0.09, -0.15, -0.15, 0.15, -0.49, -0.03, -0.08, 0.16, 0.07, 0.14, 0.10, 0.02, 0.00, -0.57, 0.09, -0.06, -0.01, 0.11, 0.11, 0.10, 0.09, 0.10, 0.10, 0.01, -0.02, -0.55, 0.11, 0.02, -0.05, 0.13, 0.09, 0.10, 0.08, 0.10, 0.03, -0.07, -0.16, 0.04, -0.62, 0.12, 0.04, -0.06, 0.13, 0.04, 0.09, 0.13, 0.13, 0.10, 0.10, 0.11, -0.06, -0.24, 0.04, -0.46, 0.07, 0.12, -0.20, 0.07, 0.07, 0.06, 0.13, 0.11, 0.11, 0.06, 0.11, -0.04, -0.19, -0.02, -0.52, 0.13, 0.04, -0.07, 0.08, 0.07, 0.07, 0.09, 0.13, 0.04, 0.09, 0.11],
  "charge": 0,
  "orbital_gap_ev": 8.6,
  "homo_energy_ev": -8.56
}

[2]
{
  "formula": "C24H32BiGe2N4O5SSbSe4",
  "method": "wB97M-V/def2-TZVPD",
  "symbols": ["Bi", "O", "C", "N", "C", "C", "S", "O", "O", "C", "C", "N", "C", "N", "C", "C", "N", "O", "O", "C", "H", "H", "H", "H", "H", "H", "H", "H", "H", "H", "H", "H", "H", "Se", "Sb", "Se", "Se", "Se", "C", "Ge", "C", "C", "Ge", "C", "C", "C", "C", "C", "C", "C", "C", "C", "C", "C", "C", "H", "H", "H", "H", "H", "H", "H", "H", "H", "H", "H", "H", "H", "H", "H", "H", "H", "H", "H"],
  "coordinates": [[0.060, -1.883, 0.583], [-0.025, -1.060, 4.924], [-0.122, -1.316, 3.785], [-0.245, -1.586, 2.616], [4.906, 3.882, -3.150], [6.196, 3.071, -3.077], [6.441, 2.315, -1.495], [5.991, 3.212, -0.457], [7.765, 1.756, -1.438], [5.294, 0.942, -1.490], [5.406, 0.315, -0.101], [4.353, -0.693, 0.115], [3.137, -0.404, 0.598], [2.385, -1.507, 0.614], [3.153, -2.546, 0.134], [4.362, -2.048, -0.179], [5.453, -2.777, -0.784], [6.378, -2.134, -1.247], [5.334, -3.983, -0.805], [2.702, 0.933, 1.085], [4.871, 4.435, -4.088], [4.856, 4.593, -2.326], [4.022, 3.243, -3.102], [7.089, 3.687, -3.199], [6.237, 2.248, -3.796], [5.599, 0.245, -2.271], [4.297, 1.350, -1.675], [5.294, 1.084, 0.656], [6.375, -0.143, 0.027], [2.815, -3.568, 0.045], [3.511, 1.469, 1.573], [1.882, 0.824, 1.792], [2.360, 1.557, 0.254], [0.661, 3.681, 2.292], [0.055, 3.644, -0.003], [1.542, 3.393, -1.839], [-2.003, 4.895, -0.437], [-0.668, 0.454, -0.013], [-5.157, -3.153, 0.512], [-3.208, -3.021, 0.476], [-2.592, -3.954, -1.123], [-2.537, -3.925, 2.067], [-2.931, -0.533, 0.376], [-3.421, 0.280, 2.058], [-4.092, -0.482, 3.018], [-4.425, 0.075, 4.248], [-4.086, 1.392, 4.525], [-3.413, 2.155, 3.577], [-3.081, 1.600, 2.350], [-3.746, 0.116, -1.266], [-3.642, 1.462, -1.609], [-4.183, 1.930, -2.798], [-4.829, 1.051, -3.662], [-4.923, -0.294, -3.339], [-4.385, -0.761, -2.143], [-5.417, -4.215, 0.515], [-5.614, -2.683, -0.358], [-5.576, -2.691, 1.407], [-3.045, -4.949, -1.086], [-1.510, -4.081, -1.179], [-2.932, -3.458, -2.032], [-2.980, -4.925, 2.054], [-2.860, -3.410, 2.973], [-1.453, -4.030, 2.105], [-4.358, -1.511, 2.816], [-4.938, -0.523, 4.992], [-4.338, 1.824, 5.486], [-3.133, 3.178, 3.798], [-2.541, 2.200, 1.625], [-3.140, 2.154, -0.945], [-4.095, 2.980, -3.053], [-5.259, 1.417, -4.586], [-5.412, -0.982, -4.018], [-4.468, -1.813, -1.905]],
  "forces_ev_per_angstrom": [[0.5, -0.1, 0.3], [-0.1, -0.2, -0.7], [0.1, 0.1, 0.1], [0.1, -0.1, 0.8], [0.1, 0.0, 0.0], [-0.2, 0.0, 0.0], [0.2, 0.1, 0.2], [0.0, -0.1, -0.1], [-0.1, 0.0, 0.0], [0.0, 0.0, 0.2], [-0.1, 0.0, -0.2], [0.3, 0.0, -0.1], [-0.1, 0.2, 0.2], [-0.2, -0.5, -0.1], [-0.3, -0.1, 0.1], [0.3, 0.3, -0.1], [0.2, 0.0, -0.1], [-0.2, -0.1, 0.1], [0.0, 0.2, 0.0], [0.0, -0.2, -0.1], [0.0, -0.1, 0.0], [0.0, 0.0, 0.0], [0.1, 0.0, 0.0], [0.0, 0.0, 0.0], [0.1, 0.1, 0.0], [-0.1, 0.0, 0.0], [0.0, -0.1, 0.0], [-0.1, 0.0, 0.1], [0.1, -0.2, 0.0], [0.0, 0.1, 0.0], [0.0, 0.0, 0.1], [0.0, 0.0, 0.0], [0.1, 0.0, 0.0], [-0.4, 0.0, -0.6], [1.3, 0.3, 0.4], [-0.6, 0.0, 0.3], [-0.3, 0.0, -0.1], [-0.4, -0.1, -0.4], [-0.2, 0.0, 0.0], [-0.2, 0.1, 0.0], [0.0, -0.1, -0.1], [0.0, 0.0, 0.1], [0.2, 0.1, -0.2], [-0.1, -0.1, 0.1], [0.1, 0.2, 0.1], [0.0, 0.0, -0.1], [0.0, 0.0, 0.0], [0.0, 0.0, 0.0], [-0.1, -0.1, 0.1], [-0.2, -0.2, -0.1], [-0.1, 0.0, -0.1], [0.0, 0.0, 0.0], [0.0, 0.0, 0.0], [0.0, 0.0, 0.1], [0.0, 0.2, 0.0], [0.0, 0.1, 0.0], [0.0, -0.1, 0.1], [0.0, -0.1, 0.0], [0.1, 0.0, 0.0], [0.0, 0.0, 0.0], [0.1, 0.0, 0.0], [0.1, 0.1, 0.0], [0.1, 0.0, 0.0], [0.0, 0.0, 0.0], [0.0, 0.0, 0.0], [0.0, 0.0, 0.0], [0.0, 0.0, -0.1], [0.0, -0.1, 0.0], [0.0, 0.0, 0.0], [0.0, 0.1, 0.0], [0.0, -0.1, 0.0], [0.0, 0.0, 0.0], [0.0, 0.0, 0.0], [0.0, 0.0, -0.1]],
  "lowdin_charge": [1.33, 0.15, -0.44, -0.18, -0.13, -0.29, 0.64, -0.30, -0.29, -0.20, -0.12, 0.08, -0.29, -0.10, -0.05, -0.11, -0.32, 0.12, 0.12, -0.04, 0.09, 0.08, -0.01, 0.11, 0.11, 0.11, 0.09, 0.12, 0.13, 0.13, 0.10, 0.04, 0.00, 0.04, -0.07, 0.06, 0.26, 0.13, -0.22, 0.62, -0.25, -0.26, 0.65, -0.36, -0.12, -0.07, -0.06, -0.06, -0.13, -0.37, -0.14, -0.07, -0.07, -0.07, -0.12, 0.04, 0.02, 0.02, 0.04, -0.01, 0.02, 0.04, 0.02, -0.02, 0.06, 0.11, 0.11, 0.11, 0.04, 0.02, 0.11, 0.11, 0.11, 0.05],
  "charge": 1,
  "orbital_gap_ev": [6.4, 5.5],
  "spin_multiplicity": 2,
  "relative_energy_kcal_mol": 61.5,
  "s2": 0.75,
  "homo_energy_ev": [-11.18, -11.18]
}

[3]
{
  "formula": "C15H35S4ScSi2",
  "method": "wB97M-V/def2-TZVPD",
  "symbols": ["Sc", "C", "C", "S", "C", "C", "S", "C", "C", "S", "C", "C", "S", "H", "H", "H", "H", "H", "H", "H", "H", "H", "H", "H", "H", "H", "H", "H", "H", "C", "Si", "C", "C", "C", "Si", "C", "C", "C", "H", "H", "H", "H", "H", "H", "H", "H", "H", "H", "H", "H", "H", "H", "H", "H", "H", "H", "H"],
  "coordinates": [[0.090, 0.190, 0.468], [1.241, -2.442, 2.287], [0.510, -1.642, 3.390], [-0.967, -0.725, 2.846], [-0.796, 0.785, 3.894], [-1.384, 2.058, 3.234], [-0.896, 2.335, 1.516], [0.455, 3.557, 1.613], [1.715, 2.898, 2.234], [2.373, 1.609, 1.082], [3.188, 0.331, 2.110], [3.396, -0.894, 1.232], [1.769, -1.728, 0.661], [0.673, -3.348, 2.023], [2.168, -2.815, 2.638], [1.164, -0.896, 3.829], [0.137, -2.315, 4.184], [0.273, 0.936, 4.134], [-1.274, 0.559, 4.834], [-1.274, 2.960, 3.838], [-2.478, 1.876, 3.127], [0.063, 4.382, 2.249], [0.632, 3.893, 0.575], [1.596, 2.472, 3.237], [2.518, 3.614, 2.283], [2.602, 0.095, 2.986], [4.168, 0.713, 2.389], [3.960, -1.676, 1.788], [3.901, -0.678, 0.268], [2.241, 0.018, -3.059], [0.387, -0.273, -3.003], [0.288, -2.121, -3.021], [-0.216, 0.392, -4.661], [-0.603, 0.429, -1.646], [-2.293, -0.461, -1.550], [-2.070, -1.966, -0.467], [-2.947, -1.099, -3.209], [-3.658, 0.737, -1.015], [2.559, -0.198, -4.100], [2.737, -0.659, -2.364], [2.514, 1.061, -2.817], [0.666, -2.524, -3.946], [-0.712, -2.508, -2.805], [0.948, -2.539, -2.273], [-0.887, 1.208, -4.398], [-0.787, -0.333, -5.260], [0.562, 0.759, -5.300], [-0.829, 1.517, -1.803], [-2.393, -2.792, -1.086], [-2.828, -2.062, 0.346], [-1.020, -2.061, -0.098], [-2.894, -0.319, -3.980], [-4.029, -1.383, -3.160], [-2.424, -2.003, -3.574], [-3.334, 1.427, -0.211], [-4.564, 0.251, -0.670], [-3.940, 1.400, -1.821]],
  "forces_ev_per_angstrom": [[-0.7, 0.4, -1.8], [-1.2, -0.5, -0.4], [0.1, -0.2, -0.2], [0.0, 0.6, -0.4], [0.9, 0.6, -0.2], [-1.3, -1.5, 0.0], [-0.3, 0.8, -0.1], [0.3, -0.7, 0.7], [0.2, 0.1, -0.5], [-0.7, -0.2, 0.0], [0.2, 0.2, -0.7], [-0.5, -0.8, -0.6], [1.1, 0.2, 1.3], [0.0, 0.4, 0.0], [0.8, -0.4, 0.8], [0.1, -0.1, 0.2], [0.6, 0.1, -0.4], [-0.4, -0.2, -0.3], [-0.4, 0.1, 0.2], [0.2, -0.1, -0.1], [0.6, 0.3, 0.2], [0.5, -0.4, -0.6], [-0.1, 0.0, 0.6], [-0.3, 0.1, -0.3], [0.2, 0.5, 0.2], [0.0, 0.1, 0.2], [0.0, 0.0, 0.2], [-0.4, 0.5, -0.5], [-0.1, 0.0, 0.7], [-0.1, 0.7, 0.2], [0.9, -0.4, -2.2], [-0.4, -0.4, 0.8], [-0.9, -0.3, 0.5], [-0.6, 0.6, 2.6], [-1.0, 0.8, -1.5], [-0.7, 0.3, 1.3], [-0.4, -0.5, -0.2], [0.8, 0.4, 1.0], [0.0, 0.0, 0.7], [0.3, 0.0, 0.0], [0.1, -0.4, -0.2], [-0.1, -0.1, -0.6], [0.3, -0.1, -0.3], [0.3, -0.2, 0.5], [-0.2, 0.3, -0.4], [0.1, 0.1, 0.3], [0.5, 0.3, -0.2], [0.3, -0.6, 0.0], [0.8, -0.5, -0.3], [0.9, 0.4, -0.1], [-0.6, -0.6, -0.1], [0.1, -0.2, 0.1], [0.8, 0.3, 0.3], [-0.2, 0.6, 0.0], [-0.1, -0.3, -0.1], [-0.1, -0.3, 0.0], [0.0, 0.0, -0.5]],
  "nbo_charge": [1.59, -0.52, -0.52, 0.22, -0.50, -0.55, 0.22, -0.52, -0.50, 0.22, -0.52, -0.47, 0.17, 0.27, 0.26, 0.22, 0.28, 0.22, 0.27, 0.28, 0.27, 0.28, 0.27, 0.23, 0.26, 0.22, 0.27, 0.27, 0.27, -1.10, 1.67, -1.12, -1.10, -1.78, 1.63, -1.13, -1.12, -1.10, 0.27, 0.21, 0.23, 0.27, 0.23, 0.22, 0.23, 0.25, 0.25, 0.29, 0.29, 0.27, 0.17, 0.26, 0.26, 0.24, 0.21, 0.26, 0.26],
  "charge": 2,
  "orbital_gap_ev": 7.0,
  "homo_energy_ev": -14.28
}

[4]
{
  "formula": "C3H9NS",
  "method": "wB97M-V/def2-TZVPD",
  "symbols": ["C", "N", "H", "H", "H", "C", "S", "C", "H", "H", "H", "H", "H", "H"],
  "coordinates": [[-2.753, 0.436, 3.280], [-1.699, 0.208, 3.960], [-3.281, 1.348, 2.991], [-3.063, -0.421, 2.646], [-1.021, -0.155, 3.285], [2.517, -0.282, -1.126], [1.532, 1.031, -1.905], [0.167, 0.016, -2.512], [2.971, -0.930, -1.870], [3.198, 0.195, -0.428], [1.838, -0.874, -0.508], [-0.528, 0.659, -3.043], [-0.377, -0.402, -1.664], [0.499, -0.830, -3.105]],
  "forces_ev_per_angstrom": [[0.7, -2.2, -1.7], [0.3, 3.6, -0.4], [-0.6, 0.3, 2.0], [0.0, 0.6, -0.8], [-0.3, -2.2, 1.0], [-1.0, 0.1, 0.3], [0.1, -0.2, -0.1], [-0.1, -0.1, 0.7], [0.3, 0.1, 0.1], [0.4, -0.1, -0.3], [0.0, -0.1, -0.1], [0.1, 0.0, -0.3], [0.0, 0.0, 0.1], [0.1, 0.1, -0.4]],
  "nbo_charge": [0.03, -0.68, 0.17, 0.11, 0.37, -0.74, 0.18, -0.74, 0.21, 0.23, 0.21, 0.23, 0.21, 0.21],
  "charge": 0,
  "orbital_gap_ev": 9.1,
  "relative_energy_kcal_mol": 64.8,
  "smiles": "C=N.CSC",
  "homo_energy_ev": -8.59
}